C7H13F3N4O2P | ωB97M-V with the def2-TZVPD basis set

Properties
E, Eh: -1284.70657
Energy relative to the best compared isomer or geometry (same formula, charge and spin), kJ/mol: 0.00
Charge: +1
2S+1: 1
Lowest unoccupied orbital energy, Eh: -0.127

The geometry in XYZ format:
```
30
Properties=species:S:1:pos:R:3:forces:R:3:nbo_charge:R:1
C -1.884454 2.016032 0.137323 0.0 0.2 0.0 -0.626
C -0.683656 2.519019 -0.680912 0.0 -0.4 0.4 -0.740
P 0.019218 1.452820 -1.991264 0.0 0.4 -0.1 1.026
C -1.440122 0.661121 -2.724483 -0.1 -0.2 -0.1 -0.998
N 0.703796 0.156910 -0.917711 0.2 -0.3 -0.1 -0.430
C 1.967389 0.209409 -0.422373 0.0 -0.1 0.0 0.577
N 2.836439 1.211635 -0.695911 -0.5 0.0 0.1 -0.829
N 2.219699 -0.812744 0.393017 -0.1 -0.1 0.4 -0.437
C 1.114013 -1.548408 0.420172 -0.1 0.3 -0.2 0.386
C 0.881203 -2.796167 1.219785 0.2 -0.1 -0.2 -0.122
O 1.075989 -2.554070 2.599418 0.0 -0.2 -0.1 -0.490
C 0.173754 -1.771495 3.251363 0.3 0.1 -0.5 1.162
F -0.243415 -2.367973 4.326382 -0.3 -0.5 0.8 -0.283
F -0.886146 -1.483698 2.480589 -0.3 0.1 -0.3 -0.334
F 0.732783 -0.622415 3.600075 0.2 0.5 0.0 -0.310
N 0.197865 -0.997831 -0.377820 0.2 0.0 0.0 0.116
O -1.060555 -1.425513 -0.609643 -0.1 0.1 0.0 -0.464
H -1.561659 1.650249 1.111385 0.0 -0.1 0.0 0.225
H -2.581230 2.831874 0.322522 0.0 0.0 0.0 0.241
H -2.444324 1.223957 -0.352305 0.0 0.0 0.0 0.205
H 0.165716 2.667668 -0.007106 0.0 0.3 -0.1 0.247
H -0.865341 3.485107 -1.154371 -0.1 0.0 -0.1 0.259
H -1.993048 1.500796 -3.156931 0.0 0.0 -0.1 0.278
H -1.165213 -0.000397 -3.546628 0.1 0.0 0.0 0.256
H -2.116065 0.152066 -2.044908 0.0 0.1 0.0 0.241
H 3.340386 1.619520 0.073004 0.4 -0.3 -0.2 0.435
H 3.062715 1.454842 -1.644273 -0.1 0.2 0.0 0.431
H -0.098443 -3.218009 0.999459 0.0 0.1 0.1 0.228
H 1.638466 -3.527699 0.938072 0.0 0.1 0.1 0.252
H -1.105758 -1.686607 -1.545927 0.1 -0.2 0.1 0.496
```
Forces are in eV/Å.